The following is a DFT calculation (ωB97M-V with the def2-TZVPD basis set) of C44H48N4O5P2RhSi2 as an isolated structure.

Each line ends with the Löwdin charge.
Cartesian coordinates (Å):
1 O -2.948 0.973 0.029  -0.044
2 Si -1.038 -1.249 3.356  0.354
3 H 2.582 0.109 2.651  0.093
4 H -1.690 3.588 -2.017  0.030
5 H 2.348 2.607 -5.634  0.093
6 H -3.240 -2.273 2.698  0.020
7 C -1.091 -4.289 -4.270  -0.028
8 C -2.002 -1.034 -2.477  -0.574
9 H 5.205 3.326 2.591  0.094
10 H 0.468 -2.997 4.323  0.014
11 H 2.240 -4.133 2.354  0.088
12 H 0.915 -0.186 -2.709  0.066
13 C 3.795 2.301 1.340  -0.099
14 H -3.497 -0.839 3.702  0.020
15 C -3.330 -2.776 -3.691  -0.040
16 H -0.655 -3.721 3.174  0.016
17 H -3.969 1.732 -2.008  0.100
18 P 1.015 -1.572 1.138  0.629
19 O -1.645 1.625 2.120  -0.197
20 C -5.184 3.491 -2.324  -0.063
21 H 2.233 -4.100 0.129  0.108
22 C -0.790 -5.558 -0.332  -0.097
23 C 2.961 2.958 -3.609  -0.099
24 H 0.365 5.638 -0.503  0.022
25 H -3.029 -0.656 2.009  -0.010
26 H 5.185 -2.413 4.940  0.092
27 C 1.554 1.130 -4.293  -0.075
28 C -4.578 4.139 0.304  -0.035
29 H -1.343 -0.130 5.590  0.016
30 O -2.803 -0.137 -2.740  0.010
31 H 0.365 -0.180 5.122  0.017
32 H -0.723 0.986 4.354  0.003
33 H 2.957 2.946 1.571  0.085
34 H -1.204 -3.304 4.802  0.023
35 H 0.183 -2.097 -2.401  0.065
36 H -2.423 -5.620 -5.274  0.093
37 H -2.972 3.005 2.266  0.171
38 C -0.873 2.883 -1.843  -0.146
39 C -1.604 -4.495 0.032  -0.076
40 H -5.800 5.857 0.015  0.102
41 H 1.725 4.669 -1.075  0.007
42 C 5.046 2.500 1.908  -0.098
43 C 3.590 1.243 0.461  -0.315
44 C -1.397 3.714 1.106  -0.142
45 C 5.887 0.576 0.734  -0.091
46 Rh -0.724 0.368 0.202  0.979
47 H 6.702 -0.100 0.507  0.097
48 H -6.298 5.334 -2.356  0.099
49 C -5.390 4.968 -0.447  -0.091
50 C 2.940 -0.874 2.930  -0.093
51 C -0.952 -3.128 -3.507  -0.274
52 C 2.339 -1.990 2.345  -0.261
53 H -5.424 3.237 -3.348  0.110
54 H -4.187 -2.147 -3.483  0.111
55 C 1.488 0.689 -2.980  -0.081
56 H 4.416 -0.144 4.300  0.099
57 H 1.222 -6.237 -0.608  0.097
58 C -3.470 -3.958 -4.400  -0.114
59 H -1.235 -6.481 -0.682  0.096
60 C 4.639 0.376 0.165  -0.083
61 N -2.293 2.623 1.594  -0.228
62 C -2.092 -2.350 -3.230  -0.066
63 C 1.618 -0.808 -0.285  -0.365
64 C 3.754 -3.405 3.688  -0.098
65 C 3.953 -1.020 3.861  -0.084
66 C 0.588 -5.419 -0.287  -0.089
67 O -1.038 -0.960 -1.624  -0.169
68 C -2.880 -1.262 2.904  -0.181
69 C 2.156 1.379 -1.974  -0.287
70 H -4.445 -4.289 -4.737  0.087
71 C -4.030 2.985 -0.274  -0.204
72 C -5.685 4.664 -1.768  -0.088
73 C -0.650 -0.029 4.749  -0.181
74 H -2.681 -4.583 -0.043  0.104
75 H 1.519 4.955 0.650  0.020
76 C 2.738 -3.259 2.752  -0.099
77 H -2.000 4.510 0.672  0.075
78 Si -0.043 3.160 -0.160  0.358
79 H 7.069 1.800 2.044  0.092
80 H -0.138 3.009 -2.641  0.029
81 H 4.448 -0.456 -0.503  0.106
82 C 0.983 4.762 -0.282  -0.173
83 N -0.095 -0.785 1.992  -0.330
84 C -1.034 -3.314 0.480  -0.107
85 H -1.660 -2.473 0.747  0.076
86 C -0.566 -2.983 3.973  -0.168
87 H -1.285 1.870 -1.941  0.006
88 O 0.282 -2.796 -3.097  0.052
89 H 1.018 0.594 -5.067  0.104
90 C 2.896 2.516 -2.296  -0.104
91 N -3.227 2.116 0.442  -0.096
92 P 1.932 0.876 -0.229  0.612
93 C 6.092 1.640 1.604  -0.109
94 H -0.900 4.099 1.997  0.099
95 H 3.528 3.849 -3.854  0.095
96 H 3.419 3.044 -1.507  0.100
97 C 2.291 2.264 -4.608  -0.104
98 C -2.337 -4.706 -4.698  -0.110
99 H 4.062 -4.398 3.996  0.095
100 C 1.157 -4.229 0.143  -0.100
101 C 0.349 -3.180 0.568  -0.290
102 N 0.961 1.958 0.510  -0.290
103 C -4.373 2.649 -1.592  0.007
104 H -4.396 4.384 1.343  0.106
105 H -0.199 -4.860 -4.499  0.110
106 C 4.376 -2.291 4.230  -0.105

Output
2S+1: 5
Maximum force, eV/Å: 1.899
Total charge: -1
DFT total energy, Ha: -3672.945826